# 1
Here is a molecular structure, C2H6AlO from the OMol25 dataset. Energies are from ωB97M-V/def2-TZVPD.

```
10
C2H6AlO ωB97M-V/def2-TZVPD
Al 0.68280 -1.99582 1.39678
C -0.08132 -0.14137 -1.02948
C -0.33515 0.51739 0.26867
O 0.75768 0.07552 1.03390
H 0.82145 0.29345 -1.45848
H -0.76629 0.26679 -1.77266
H -0.12908 -1.23003 -1.05425
H -1.31819 0.16800 0.58440
H -0.29337 1.59618 0.11848
H 0.66146 0.44989 1.91263
```

Its energy above the lowest of the compared OMol25 structures with the same formula, charge and spin is 252.38 kJ/mol. The highest occupied orbital energy comes out at -27.5 eV. As for the spin multiplicity: 1. The charge is +3. The maximum force comes out at 0.0900 Eh/bohr. For the total energy, the calculation gives -395.82229 Ha.

Löwdin population analysis, charges in e, atoms 1 to 2:
1. Al 1.974
2. C 0.045

***

# 2
Here is 2 unconnected molecules or ions with the total composition C2H6BClO2 from the OMol25 dataset. Energies are from ωB97M-V/def2-TZVPD.

```
12
C2H6BClO2 ωB97M-V/def2-TZVPD
B 1.02032 0.02407 0.62626
C -1.38980 -0.02349 -0.49082
C -0.55770 0.17089 0.75250
O 1.55081 -1.13763 1.06670
O 1.71978 1.01107 0.03079
Cl -1.23931 -0.66788 2.11217
H -1.04278 0.64899 -1.26709
H -2.43981 0.17201 -0.28833
H -1.29224 -1.05144 -0.84245
H -0.87744 1.85813 1.08863
H 2.49842 -1.26033 0.98890
H 2.66530 0.88861 -0.06872
```

Its energy above the lowest of the compared OMol25 structures with the same formula, charge and spin is 184.16 kJ/mol. The highest occupied orbital energy comes out at -9.3 eV. As for the spin multiplicity: 1. The charge is 0. The maximum force comes out at 0.0836 Eh/bohr. For the total energy, the calculation gives -715.34999 Ha.

Löwdin population analysis, charges in e, atoms 1 to 2:
1. B -0.799
2. C -0.181